Molecular formula: C25H35KN4O4SSi
Method: DFT, ωB97M-V with the def2-TZVPD basis set

Geometry (Å):
K 0.15232 -0.85131 -1.59930
S 3.61479 -0.63819 -2.02309
Si -0.77774 -0.04361 1.54397
O -1.42885 -2.46456 -2.47925
O 4.62927 -0.45795 -3.05189
O -3.16781 -3.88651 -2.25478
O 4.14426 -0.72999 -0.67159
N 0.21142 1.96316 -2.14830
N -2.90873 -0.42902 -1.71985
N -3.53392 -1.65459 -2.09226
N 2.38969 0.33693 -2.14981
C 3.89518 3.64925 -1.29188
C 3.33887 -4.62046 -2.06250
C 1.53561 3.89718 -1.56457
C 0.34799 4.66667 -1.55275
C 1.43237 -3.89407 -3.32151
C 2.91970 -2.26556 -2.34272
C -0.84922 4.08344 -1.82981
C -1.28611 -2.80072 1.74011
C -0.86180 2.70070 -2.12762
C 0.95425 -0.14433 2.42437
C -2.63328 -2.76695 -2.29407
C -1.43960 1.66734 2.30776
C -1.35340 -1.75083 3.97168
C 2.80084 4.46433 -1.27240
C 3.80481 2.27684 -1.58885
C 3.69076 -3.30538 -1.81960
C -1.69812 1.72670 3.80934
C 1.79739 -2.57013 -3.10290
C -3.21626 -1.40544 2.37670
C 2.20641 -4.92031 -2.81140
C -2.71216 2.10129 1.57685
C -0.36029 2.70484 1.97255
C 2.59094 1.66842 -1.87448
C -1.69821 -1.53234 2.49890
C 1.41957 2.52365 -1.86768
H 2.87390 5.51835 -1.03141
H 0.41499 5.72147 -1.30581
H 3.94082 -5.41881 -1.64362
H 1.15831 -1.79661 -3.50323
H -3.55627 1.43410 1.77044
H -1.78528 -3.68384 2.16939
H 4.71109 1.68961 -1.57954
H -0.84857 1.35234 4.38728
H -3.01435 3.11610 1.88489
H 4.87535 4.05643 -1.06639
H -1.79877 2.19296 -2.33917
H 1.91128 -5.95051 -2.96895
H -3.60332 -0.54818 2.93579
H 0.93320 0.04110 3.50664
H -3.53187 -1.29037 1.33480
H 1.40384 -1.13086 2.27053
H 0.55044 2.54942 2.55519
H -2.55300 -0.45379 -0.75972
H -0.27526 -1.83148 4.13051
H 0.50207 -4.09134 -3.83652
H -3.71613 -2.30531 2.76905
H -1.71654 -0.94560 4.61239
H -2.55281 2.11337 0.49413
H -4.24724 -1.95622 -1.43826
H -0.20777 -2.97585 1.79529
H -1.80619 -2.68637 4.34073
H -0.72747 3.72066 2.19150
H -1.77688 4.64103 -1.80988
H -0.07939 2.67399 0.91496
H 1.65506 0.56761 1.97893
H -3.60970 0.29947 -1.77193
H -2.57477 1.13970 4.09546
H -1.56316 -2.75995 0.68307
H 4.55013 -3.06511 -1.20929
H -1.88670 2.76403 4.13537

Force components x, y, z for each atom (eV/Å):
-0.7 0.5 0.7
0.3 -0.1 0.0
-0.1 -0.1 0.3
-0.2 -0.5 -0.3
0.0 0.0 0.0
-0.1 0.0 -0.1
0.1 0.0 -0.1
0.3 -0.2 0.0
-0.1 0.0 0.0
0.0 0.0 0.1
0.4 0.2 -0.1
0.1 -0.1 0.0
0.0 -0.1 0.0
0.1 0.2 0.1
0.1 0.0 0.0
-0.1 0.1 0.1
0.2 -0.1 -0.1
-0.1 -0.2 0.0
-0.1 -0.1 0.0
-0.1 0.2 0.1
0.0 0.0 0.0
0.2 0.1 0.0
0.1 0.1 -0.1
0.1 0.0 0.1
-0.1 0.0 0.0
0.1 0.2 0.1
-0.1 0.0 0.0
0.0 0.0 0.1
0.2 0.1 -0.1
-0.1 0.0 0.0
0.0 0.0 0.0
-0.1 0.0 0.0
0.0 0.1 0.0
-0.2 -0.2 -0.1
0.0 0.0 -0.1
-0.1 -0.1 -0.1
0.0 0.0 0.0
0.0 0.0 0.0
0.0 0.0 0.0
0.3 0.0 -0.3
0.0 0.0 0.0
0.0 0.0 0.0
0.0 0.0 0.0
0.0 0.0 0.0
0.0 0.0 0.0
0.0 0.0 0.0
0.0 0.0 0.0
0.0 0.0 0.0
0.0 0.0 0.0
0.0 0.0 0.0
0.0 0.0 0.0
0.0 0.0 0.0
0.0 0.0 0.0
0.0 0.0 0.0
0.0 0.0 0.0
0.0 0.0 0.0
0.0 0.0 0.0
0.0 0.1 0.0
0.0 0.0 0.0
0.0 0.0 0.0
0.0 0.0 0.0
0.0 0.0 0.0
0.0 0.0 0.0
0.0 0.0 0.0
0.0 0.0 0.0
0.0 0.0 0.0
0.0 0.0 0.0
0.0 0.0 0.0
0.0 0.0 0.0
0.0 0.0 0.0
0.0 0.0 0.0

energy above the lowest of the compared OMol25 structures with the same formula, charge and spin	13.2	kcal/mol
electronic energy	-2781.313940	Ha
Kohn-Sham gap	5.005	eV
spin multiplicity	1
net charge	-2